The molecule CCl4OS. Source: the Open Molecules 2025 dataset; level of theory: ωB97M-V/def2-TZVPD.

Last column: Mulliken charge in e.
CARTESIAN COORDINATES (ANGSTROEM)
1 C -0.30503 -0.52599 -1.25945  0.033
2 O -0.44752 -0.53607 1.47683  -0.473
3 S -0.00781 0.43732 0.52911  0.837
4 Cl 1.33208 -0.50717 -1.81294  -0.122
5 Cl -0.78022 -2.06199 -0.80741  -0.024
6 Cl 1.60034 1.40286 1.38337  -0.192
7 Cl -1.39184 1.79103 0.49050  -0.059

Computed properties:
Spin multiplicity: 1
Orbital gap (alpha / beta) in eV: 7.1 / 7.1
ΔE to the lowest compared entry with this formula, charge and spin in kcal per mole: 84.99
Molecular weight in g/mol: 201.89
Highest occupied orbital energy (alpha / beta) in eV: -9.0 / -9.0
Energy in eV: -64005.3151
SMILES: O=S(Cl)(Cl)=C(Cl)Cl

A cluster of 2 separate species, C2H7N2S in total. Source: the Open Molecules 2025 dataset; level of theory: ωB97M-V/def2-TZVPD.

Last column: Mulliken charge in e.
CARTESIAN COORDINATES (ANGSTROEM)
1 C 0.16333 -0.51841 -2.17314  -0.681
2 S -0.33531 1.14810 -1.54378  -0.704
3 H 0.65717 -1.24789 -1.33265  0.060
4 H 0.79089 -0.46134 -3.13997  0.218
5 H -0.81714 -1.00099 -2.42442  0.182
6 N -0.62259 -1.04964 1.26119  -0.643
7 C 0.32287 -0.80733 2.20524  0.114
8 N 0.86264 0.29250 2.47542  -0.718
9 H -1.08898 -0.14858 0.70832  0.259
10 H -0.33015 -1.50817 0.31328  0.261
11 H 0.76459 -1.72460 2.45810  0.352
12 H 0.79110 0.97633 1.76906  0.300

Computed properties:
Spin multiplicity: 1
Orbital gap in eV: 6.9
ΔE to the lowest compared entry with this formula, charge and spin in kcal per mole: 40.97
Molecular weight in g/mol: 91.16
Net charge: -1
Highest occupied orbital energy in eV: -2.7
Energy in eV: -16002.2134

A structure of composition C14H23N2PReS. Source: the Open Molecules 2025 dataset; level of theory: ωB97M-V/def2-TZVPD.

Last column: Mulliken spin population.
CARTESIAN COORDINATES (ANGSTROEM)
1 C -0.39170 -1.77499 3.29534  0.051
2 C 0.26779 -2.38922 2.23920  -0.015
3 C 0.75314 -1.64657 1.15337  0.085
4 C 0.58564 -0.24534 1.13344  -0.063
5 C -0.13031 0.35232 2.19601  0.055
6 C -0.57120 -0.40117 3.27903  -0.022
7 C 1.42083 -2.40865 0.03977  0.030
8 C 1.22494 -1.88271 -1.39179  -0.002
9 N -0.07224 -2.06644 -1.94403  0.739
10 Re 0.99625 0.93725 -0.65212  0.881
11 C -0.54495 1.78580 2.09401  -0.019
12 P -0.50674 2.23740 0.28393  0.010
13 H 0.38523 -3.47260 2.21611  0.000
14 H -1.11097 0.10857 4.07015  0.001
15 H -0.77573 -2.36593 4.11782  0.002
16 H 0.13297 2.47970 2.60956  0.001
17 H -1.55981 1.95409 2.47017  0.001
18 H 2.51454 -2.43205 0.18768  0.005
19 H 1.08843 -3.46009 0.07042  0.000
20 H 1.60055 -0.81529 -1.51474  0.030
21 C -0.39590 4.05313 0.21948  0.018
22 C -2.23319 1.88497 -0.19788  0.018
23 H 1.89604 -2.44464 -2.06232  0.019
24 C -1.31692 -2.01807 -1.22324  0.006
25 C -0.18271 -2.08260 -3.38093  -0.004
26 H 2.44787 3.18444 -1.62215  0.008
27 H -2.05494 -2.60226 -1.80733  0.015
28 H -1.23078 -2.43011 -0.20540  0.009
29 H -1.70156 -0.97795 -1.15973  0.058
30 H -1.06851 -2.66413 -3.67830  0.012
31 H -0.29486 -1.05920 -3.78335  0.052
32 H 0.72401 -2.52799 -3.81944  0.009
33 H -2.90792 2.59794 0.28851  0.004
34 H -2.28384 1.98159 -1.28985  0.001
35 H -2.48532 0.85685 0.09144  -0.004
36 H -1.19958 4.49478 0.81821  0.000
37 H 0.58217 4.37289 0.60027  -0.002
38 H -0.50242 4.34961 -0.83145  -0.001
39 H -0.15129 0.70901 -1.88706  0.044
40 S 4.24304 1.80547 0.42122  0.796
41 C 2.77143 1.66746 -0.22921  0.028
42 N 2.03851 2.35474 -1.21482  0.143

Computed properties:
Spin multiplicity: 4
Orbital gap (alpha / beta) in eV: 6.6 / 5.2
ΔE to the lowest compared entry with this formula, charge and spin in kcal per mole: 7.14
Molecular weight in g/mol: 468.60
Net charge: +2
Highest occupied orbital energy (alpha / beta) in eV: -14.3 / -15.0
Energy in eV: -40104.3778

A cluster of 2 separate species, C12H24N3O5 in total. Source: the Open Molecules 2025 dataset; level of theory: ωB97M-V/def2-TZVPD.

Last column: Mulliken charge in e.
CARTESIAN COORDINATES (ANGSTROEM)
1 C 3.11626 1.92732 -2.67272  -1.096
2 C 2.15002 3.06845 -3.02294  -0.648
3 C 0.70086 2.81847 -2.61021  -0.967
4 C -0.01685 1.70349 -3.36358  1.265
5 N 0.09373 1.69382 -4.80536  -0.569
6 C 1.09898 1.14559 -5.25674  0.596
7 O 2.08295 0.86772 -5.78893  -0.376
8 O 0.16636 0.45398 -2.65948  -0.418
9 C -0.79216 0.30103 -1.73740  0.520
10 O -0.86363 -0.58653 -0.95304  -0.601
11 O -1.68056 1.32827 -1.78696  -0.416
12 C -1.54277 1.83350 -3.11807  -0.257
13 N -2.13322 3.07931 -3.43225  -0.560
14 H 4.12431 2.33701 -2.68337  0.405
15 H 3.11401 1.12144 -3.39993  0.286
16 H 2.92484 1.58196 -1.65948  0.245
17 H 2.48411 3.94174 -2.46367  0.418
18 H 2.25298 3.34240 -4.07138  0.383
19 H 0.70661 2.54101 -1.55674  0.295
20 H 0.16422 3.76065 -2.67190  0.399
21 H -1.94006 1.05144 -3.77380  0.541
22 H -2.93468 2.96642 -4.03031  0.276
23 H -2.39771 3.55717 -2.58056  0.256
24 C 0.74590 -1.91310 2.44217  -0.839
25 N -0.66984 -2.28466 2.78053  -0.019
26 C -1.14070 -3.27435 1.76047  -0.764
27 C -1.52780 -1.06565 2.71202  -0.804
28 C -0.76983 -2.95098 4.13629  -0.490
29 C -0.39841 -2.10521 5.33276  -0.579
30 O 0.95514 -1.68899 5.24216  -0.490
31 H 0.78198 -1.69430 1.37590  0.331
32 H 1.02816 -1.02909 2.99760  0.408
33 H 1.39379 -2.75126 2.67788  0.344
34 H -1.08365 -2.80904 0.77884  0.288
35 H -2.16828 -3.54615 1.98914  0.393
36 H -0.49586 -4.14817 1.80464  0.394
37 H -1.14804 -0.32308 3.40675  0.374
38 H -2.54744 -1.34470 2.96779  0.342
39 H -1.48258 -0.67540 1.69654  0.291
40 H -0.12463 -3.82725 4.08279  0.399
41 H -1.80424 -3.27652 4.23821  0.358
42 H -0.53022 -2.72229 6.22574  0.410
43 H -1.05651 -1.23599 5.42604  0.360
44 H 1.16446 -1.16946 6.02456  0.315

Computed properties:
Spin multiplicity: 1
Orbital gap in eV: 9.9
ΔE to the lowest compared entry with this formula, charge and spin in kcal per mole: 0.00
Molecular weight in g/mol: 290.34
Net charge: +1
Highest occupied orbital energy in eV: -12.2
Energy in eV: -27534.8878